Entry A
Entry from the Open Molecules 2025 dataset: the molecule C3H3NO3 (wB97M-V/def2-TZVPD).

## Properties
- HOMO energy (eV) = -8.98
- lowest unoccupied orbital energy (eV) = 0.799

```
! RIJCOSX wB97M-V def2-TZVPD def2/J DEFGRID3
* xyz 0 1
O 0.19 1.49 1.64
C -0.87 1.28 1.13
O -1.10 0.36 0.17
C 0.00 -0.29 -0.29
C 1.29 -0.49 -0.05
O 1.43 -1.29 -1.20
N 0.00 -1.16 -1.41
H -1.81 1.80 1.36
H 2.06 -0.38 0.70
H -0.14 -0.70 -2.31
*
```

=====

Entry B
Entry from the Open Molecules 2025 dataset: the molecule C3H3NO3 (wB97M-V/def2-TZVPD).

## Properties
- HOMO energy (eV) = -8.83
- lowest unoccupied orbital energy (eV) = 0.409

```
! RIJCOSX wB97M-V def2-TZVPD def2/J DEFGRID3
* xyz 0 1
O -1.26 2.20 0.24
C -0.84 1.15 0.10
N -1.00 0.29 -0.85
C 0.18 -0.69 -0.79
C 0.75 -0.52 0.40
O 1.74 -1.25 1.16
O 0.24 0.53 1.06
H -1.89 0.03 -1.50
H -0.12 -1.39 -1.60
H 2.20 -0.35 1.77
*
```

=====

Entry C
Entry from the Open Molecules 2025 dataset: the molecule C3H3NO3 (wB97M-V/def2-TZVPD).

## Properties
- HOMO energy (eV) = -10.65
- lowest unoccupied orbital energy (eV) = -0.337

```
! RIJCOSX wB97M-V def2-TZVPD def2/J DEFGRID3
* xyz 0 1
H 0.08 1.87 -1.07
N -0.71 1.44 -0.61
C -0.50 0.26 -0.23
C -1.60 -0.50 0.45
O -1.62 -1.70 0.34
O 0.57 -0.60 -0.56
C 1.75 -0.34 0.06
O 1.93 0.63 0.75
H -2.40 0.06 0.99
H 2.52 -1.12 -0.13
*
```

=====

Stability, highest: entry C

=====

Entry A
Entry from the Open Molecules 2025 dataset: the molecule C3H3NO3 (wB97M-V/def2-TZVPD).

## Properties
- HOMO energy (eV) = -10.58
- lowest unoccupied orbital energy (eV) = 0.014

```
! RIJCOSX wB97M-V def2-TZVPD def2/J DEFGRID3
* xyz 0 1
O -2.30 -0.67 0.27
C -1.22 -0.20 -0.21
C -0.58 1.31 0.04
O 0.79 1.22 -0.10
C 1.09 -0.10 0.03
O 2.19 -0.69 0.28
N 0.08 -0.92 -0.40
H -1.02 1.42 1.09
H -0.85 2.08 -0.69
H 0.22 -2.01 -0.37
*
```

=====

Entry B
Entry from the Open Molecules 2025 dataset: the molecule C3H3NO3 (wB97M-V/def2-TZVPD).

## Properties
- HOMO energy (eV) = -9.45
- lowest unoccupied orbital energy (eV) = 0.131

```
! RIJCOSX wB97M-V def2-TZVPD def2/J DEFGRID3
* xyz 0 1
N -0.38 0.79 -1.40
C -0.24 0.55 -0.19
O -0.29 -0.62 0.54
C -0.31 -1.83 -0.09
O -0.29 -2.01 -1.27
C 1.22 1.65 1.14
O -0.03 1.57 0.72
H -0.52 -0.05 -1.95
H -0.34 -2.61 0.68
H 1.17 2.55 1.81
*
```

=====

Stability, highest: entry A